No. 1
This record from OMol25 describes a structure of composition C48H36F4N2NbO13 at a distorted geometry. The level of theory is wB97M-V/def2-TZVPD.

Properties
HOMO-LUMO gap ... 4.72 eV
E_HOMO ... -5.4 eV
Total energy ... -92368.2835 eV
Charge ... -1

Last column: Löwdin charge in e.
Element x y z (Å)
O1 3.84276 -0.09808 -1.92350  -0.418
Nb1 4.69744 1.26725 -3.12550  1.592
C1 2.61897 2.12704 -3.41312  -0.332
C2 1.81645 2.51763 -2.33313  -0.134
C3 0.54057 2.99232 -2.58357  -0.084
C4 0.10549 3.05349 -3.89554  -0.183
N1 0.83132 2.72148 -4.95643  0.046
C5 2.06252 2.28246 -4.68269  -0.227
C6 6.76840 0.61326 -2.53347  -0.324
C7 7.88226 0.86079 -3.33444  -0.141
C8 9.11335 0.38808 -2.91921  -0.098
C9 9.19966 -0.30186 -1.72595  -0.191
N2 8.17596 -0.53320 -0.90919  0.043
C10 7.00105 -0.06747 -1.33805  -0.217
C11 4.52290 -0.20089 -4.95771  -0.494
F1 4.68496 0.35194 -6.21431  -0.042
F2 5.58657 -1.09566 -4.83689  -0.032
C12 3.25783 -1.08224 -5.01835  -0.371
F3 2.97880 -1.48919 -6.28716  0.052
F4 3.43980 -2.21162 -4.28011  0.034
H1 2.88918 -0.07981 -2.07174  -0.012
H2 4.86376 2.46959 -1.75141  -0.081
H3 5.37923 2.49057 -4.28143  -0.105
H4 2.20815 2.44023 -1.32981  0.060
H5 -0.13033 3.29880 -1.79171  0.059
H6 -0.90214 3.39703 -4.09047  0.091
H7 2.66341 2.02370 -5.54562  0.080
H8 7.77139 1.39721 -4.26376  0.075
H9 10.00572 0.54777 -3.50481  0.089
H10 10.16094 -0.68954 -1.41627  0.089
H11 6.15894 -0.25146 -0.68449  0.068
H12 2.38689 -0.57250 -4.61175  0.128
C13 -4.74182 3.91376 1.22487  0.011
C14 -3.89149 4.36151 0.30838  0.017
C15 -2.69218 3.57391 -0.07138  -0.357
O2 -1.91663 3.97510 -0.91559  0.095
C16 -2.47229 2.27416 0.61578  0.034
C17 -3.32472 1.82446 1.53557  0.014
C18 -4.52705 2.61117 1.90451  -0.377
O3 -5.31466 2.20767 2.73593  0.094
H13 -5.62309 4.46561 1.51913  0.108
H14 -4.02569 5.30459 -0.20032  0.099
H15 -1.58874 1.71961 0.32567  0.121
H16 -3.18237 0.88806 2.04544  0.092
C19 -2.41515 -2.95501 -0.00850  0.036
C20 -2.27569 -4.27064 0.12133  0.007
C21 -1.94585 -4.88173 1.43194  -0.412
O4 -1.80723 -6.08507 1.55271  0.063
C22 -1.77711 -3.97537 2.59099  0.011
C23 -1.91560 -2.66137 2.46248  0.025
C24 -2.24448 -2.04974 1.15200  -0.352
O5 -2.34928 -0.84523 1.03219  0.091
H17 -2.64503 -2.48410 -0.95523  0.130
H18 -2.38531 -4.94951 -0.71449  0.127
H19 -1.53182 -4.44329 3.53609  0.125
H20 -1.79249 -1.97920 3.29397  0.125
C25 -7.10587 8.48137 -0.31879  0.024
C26 -6.11480 7.67706 0.05436  0.027
C27 -5.70183 7.57223 1.47768  -0.371
O6 -4.79898 6.84119 1.82464  0.100
C28 -6.43919 8.39949 2.46658  0.024
C29 -7.43004 9.20381 2.09327  0.020
C30 -7.84311 9.30823 0.67076  -0.387
O7 -8.74701 10.03920 0.33051  0.106
H21 -7.42268 8.57417 -1.34966  0.123
H22 -5.56712 7.06830 -0.65351  0.116
H23 -6.12139 8.30615 3.49716  0.123
H24 -7.98001 9.81555 2.79680  0.121
C31 4.12172 0.37655 2.15699  0.028
C32 4.64807 -0.01631 3.31388  0.015
C33 5.25369 0.95730 4.25468  -0.393
O8 5.73335 0.60089 5.31144  0.088
C34 5.25249 2.38745 3.85641  0.012
C35 4.72771 2.78298 2.70022  0.027
C36 4.11557 1.80851 1.75981  -0.379
O9 3.63551 2.16026 0.70935  0.083
H25 3.67886 -0.31307 1.44893  0.122
H26 4.66417 -1.05344 3.62365  0.118
H27 5.70194 3.07828 4.55849  0.117
H28 4.71735 3.81915 2.38704  0.122
C37 -7.55098 -5.70284 3.65439  0.021
C38 -6.69900 -4.74654 3.29719  0.026
C39 -5.47144 -5.06207 2.52520  -0.353
O10 -4.69467 -4.18735 2.20243  0.113
C40 -5.22714 -6.48126 2.16469  0.035
C41 -6.08050 -7.43663 2.52287  0.026
C42 -7.31002 -7.12413 3.29485  -0.387
O11 -8.08838 -7.99379 3.61967  0.105
H29 -8.45254 -5.49852 4.21759  0.121
H30 -6.85333 -3.70433 3.54655  0.124
H31 -4.32367 -6.68744 1.60404  0.111
H32 -5.92436 -8.47823 2.27333  0.123
C43 0.89790 -5.97969 -0.09831  0.019
C44 1.76409 -6.72939 0.57607  0.028
C45 3.22896 -6.54918 0.40730  -0.388
O12 4.01821 -7.23553 1.02106  0.098
C46 3.68674 -5.49948 -0.53750  0.026
C47 2.82027 -4.74787 -1.21224  0.036
C48 1.35755 -4.93209 -1.04371  -0.372
O13 0.55627 -4.25259 -1.65045  0.105
H33 -0.16884 -6.09479 0.00577  0.084
H34 1.44980 -7.49695 1.27230  0.122
H35 4.75796 -5.38395 -0.64184  0.125
H36 3.13229 -3.97712 -1.90381  0.122

Forces on the atoms, in the same order (eV/Å):
O 0.269 0.820 -1.156
Nb 0.072 -2.303 1.911
C 0.580 0.347 0.528
C -0.056 -0.097 -0.496
C 0.008 -0.110 0.335
C -0.361 0.156 -0.024
N 0.074 -0.073 0.156
C 0.200 -0.115 -0.179
C -0.505 0.837 0.180
C -0.079 -0.196 0.236
C 0.078 0.031 -0.214
C 0.304 -0.090 0.112
N -0.111 0.029 -0.225
C -0.112 -0.065 0.108
C 0.163 0.170 -0.453
F -0.200 0.019 -0.106
F 0.100 0.026 0.000
C 0.080 0.068 0.021
F -0.080 -0.060 -0.107
F -0.007 -0.130 0.180
H -0.132 -0.194 0.311
H 0.076 0.450 -0.619
H -0.166 0.063 -0.253
H -0.027 0.064 0.193
H 0.168 -0.033 -0.115
H -0.145 0.093 -0.106
H 0.018 0.001 -0.218
H 0.079 0.114 -0.142
H 0.127 -0.006 -0.101
H 0.140 -0.048 0.149
H -0.082 -0.087 0.185
H -0.186 0.121 -0.169
C -0.008 -0.116 -0.051
C 0.027 -0.158 -0.056
C 0.137 -0.100 -0.061
O -0.374 0.121 0.227
C -0.071 -0.003 0.082
C -0.051 0.435 -0.076
C 0.052 -0.002 -0.026
O -0.056 -0.019 0.048
H -0.006 -0.011 0.053
H 0.073 0.035 0.017
H -0.015 -0.005 -0.028
H -0.015 -0.076 0.042
C -0.007 -0.059 0.003
C 0.011 0.048 0.040
C -0.130 0.072 0.013
O -0.142 0.026 0.041
C 0.117 0.021 0.040
C 0.059 0.024 0.007
C 0.060 0.064 -0.036
O 0.073 -0.295 -0.022
H 0.019 0.021 0.004
H 0.030 -0.006 0.000
H -0.008 -0.042 -0.017
H -0.012 0.026 -0.018
C 0.013 -0.020 -0.001
C -0.001 0.004 0.015
C 0.004 0.059 0.063
O -0.072 0.174 -0.038
C -0.030 0.019 0.002
C 0.019 -0.017 0.013
C 0.015 -0.010 0.005
O -0.027 0.021 -0.010
H -0.019 0.019 0.005
H 0.018 0.000 0.005
H 0.026 -0.023 -0.008
H -0.019 0.013 -0.022
C 0.012 -0.042 0.048
C -0.027 0.008 -0.021
C 0.022 -0.007 -0.015
O -0.018 0.002 0.029
C -0.019 0.012 -0.024
C 0.016 0.000 0.034
C 0.103 -0.114 -0.051
O -0.218 0.148 0.041
H 0.027 0.033 -0.054
H 0.032 0.002 0.019
H 0.016 -0.025 0.017
H -0.004 -0.010 -0.041
C 0.009 0.019 -0.001
C -0.025 -0.005 0.010
C -0.032 -0.015 0.015
O -0.064 -0.042 -0.028
C 0.008 -0.012 -0.020
C 0.004 0.027 0.000
C 0.023 0.006 -0.009
O -0.024 -0.022 0.011
H -0.010 -0.030 0.000
H 0.029 0.009 -0.017
H 0.020 0.019 0.023
H -0.024 -0.010 0.011
C 0.151 -0.027 -0.075
C -0.008 0.017 0.008
C 0.015 0.042 -0.017
O 0.011 -0.035 0.022
C -0.019 -0.010 0.007
C 0.003 0.021 -0.004
C 0.054 0.022 -0.022
O -0.044 0.000 0.002
H -0.026 -0.096 -0.028
H 0.020 -0.006 0.003
H 0.006 -0.005 0.012
H 0.006 0.079 -0.063

=====

No. 2
This record from OMol25 describes a structure of composition C48H37CrN5O4P2 at a distorted geometry. The level of theory is wB97M-V/def2-TZVPD.

Properties
HOMO-LUMO gap (alpha / beta) ... 6.62 / 6.60 eV
E_HOMO (alpha / beta) ... -9.9 / -10.2 eV
Total energy ... -113016.0861 eV
Multiplicity ... 4
Charge ... +1

Last column: Löwdin charge in e.
Element x y z (Å)
Cr1 -0.34862 0.33130 0.08419  0.717
C1 1.90501 3.25323 -2.17766  -0.023
C2 0.87490 2.62636 -1.47160  -0.090
N1 1.01117 1.44082 -0.89690  0.009
C3 2.20981 0.81288 -0.99634  -0.143
C4 3.31104 1.37172 -1.68878  -0.145
C5 3.12627 2.63480 -2.28764  0.027
C6 4.50736 0.63516 -1.77388  -0.029
C7 4.56202 -0.63593 -1.26036  -0.058
C8 3.48457 -1.20068 -0.57690  0.000
C9 2.31246 -0.47376 -0.38626  -0.207
N2 1.15950 -0.83639 0.24325  -0.065
C10 1.00769 -1.84407 1.14906  -0.231
C11 1.96901 -2.53123 1.88348  -0.015
C12 1.59062 -3.54871 2.76055  -0.058
C13 0.28094 -3.95232 2.87075  -0.028
C14 -0.72985 -3.26734 2.16970  -0.144
C15 -2.09737 -3.61700 2.18999  0.033
C16 -2.99553 -2.84072 1.49666  -0.018
C17 -2.55614 -1.67159 0.86852  -0.078
N3 -1.27943 -1.31285 0.82627  0.010
C18 -0.36585 -2.14350 1.39156  -0.160
H1 1.72755 4.22154 -2.61921  0.120
H2 -0.09032 3.10495 -1.36325  0.130
H3 3.94258 3.08484 -2.83360  0.130
H4 5.36064 1.07308 -2.26633  0.116
H5 5.45523 -1.22445 -1.39465  0.113
H6 3.56561 -2.22329 -0.24338  0.107
H7 3.00661 -2.25282 1.81121  0.106
H8 2.35051 -4.04591 3.34423  0.114
H9 0.00142 -4.78511 3.49588  0.116
H10 -2.40893 -4.48884 2.74592  0.129
H11 -4.04108 -3.10283 1.45486  0.117
H12 -3.26444 -1.00711 0.38730  0.129
O1 -4.98388 1.92008 -3.05394  0.145
C19 -4.48591 0.82466 -3.57855  -0.502
O2 -5.01721 0.21460 -4.46732  0.123
C20 -3.19084 0.30821 -3.00973  -0.018
C21 -2.49190 -0.77797 -3.51291  0.036
N4 -1.42142 -0.97654 -2.72562  0.065
N5 -1.36983 -0.08077 -1.73531  0.016
C22 -2.43156 0.71261 -1.89225  -0.117
C23 -2.59702 1.80179 -0.88027  -0.538
O3 -3.47874 2.64707 -0.99335  0.097
O4 -1.74307 1.72747 0.05485  -0.124
H13 -4.47854 2.31379 -2.28826  0.079
H14 -2.71862 -1.37590 -4.37231  0.147
H15 -0.71145 -1.69054 -2.82069  0.181
C24 0.45953 0.31034 3.81035  -0.408
P1 0.23879 1.22045 2.22207  1.031
C25 -1.04607 2.38251 2.76275  -0.396
C26 -0.84091 3.68488 3.20127  -0.106
C27 -1.91619 4.42809 3.65913  -0.055
C28 -3.18696 3.87980 3.68275  -0.056
C29 -3.39447 2.58097 3.24452  -0.064
C30 -2.32787 1.83521 2.78579  -0.140
C31 1.80853 2.09868 2.01939  -0.357
C32 3.01136 1.48749 2.36515  -0.091
C33 4.21120 2.07752 2.01536  -0.059
C34 4.22355 3.25278 1.28458  -0.062
C35 3.03034 3.86831 0.93977  -0.068
C36 1.82603 3.29420 1.30131  -0.107
P2 0.86217 1.68039 5.05639  1.088
C37 2.42557 1.01364 5.73758  -0.421
C38 3.49892 1.89142 5.84337  -0.113
C39 4.71692 1.44553 6.32488  -0.078
C40 4.86758 0.12039 6.69689  -0.077
C41 3.79554 -0.75512 6.60681  -0.075
C42 2.57415 -0.31237 6.13318  -0.101
C43 -0.31007 1.25988 6.39955  -0.365
C44 0.09236 1.37751 7.72858  -0.092
C45 -0.81336 1.16481 8.75165  -0.075
C46 -2.13123 0.84902 8.46493  -0.081
C47 -2.54587 0.76713 7.14662  -0.078
C48 -1.64645 0.98572 6.11984  -0.101
H16 1.25191 -0.43668 3.74207  0.036
H17 -0.48210 -0.18566 4.05753  0.054
H18 0.14914 4.11733 3.19380  0.094
H19 -1.75628 5.43816 4.00443  0.111
H20 -4.01578 4.46831 4.04420  0.111
H21 -4.38425 2.15299 3.27076  0.112
H22 -2.46782 0.81892 2.42820  0.097
H23 3.02239 0.54751 2.89583  0.101
H24 5.13828 1.60793 2.30223  0.113
H25 5.16280 3.68963 0.98319  0.111
H26 3.04222 4.79359 0.38417  0.114
H27 0.89027 3.76123 1.02113  0.110
H28 3.36781 2.92299 5.54584  0.101
H29 5.54616 2.13107 6.40892  0.106
H30 5.81918 -0.23330 7.06356  0.106
H31 3.91296 -1.78492 6.91259  0.105
H32 1.73150 -0.99022 6.08048  0.112
H33 1.11739 1.63129 7.96141  0.104
H34 -0.49071 1.24737 9.77826  0.107
H35 -2.83696 0.68541 9.26454  0.105
H36 -3.57507 0.53674 6.91518  0.105
H37 -1.99614 0.95270 5.09788  0.071

Forces on the atoms, in the same order (eV/Å):
Cr -0.970 0.309 -0.560
C 0.275 -0.043 -0.104
C -0.262 -0.203 0.019
N 0.308 0.831 -0.498
C 0.931 -0.224 -0.222
C -0.368 0.000 0.173
C -0.401 -0.088 0.171
C 0.159 -0.299 0.046
C 0.218 0.556 -0.288
C -0.804 0.078 0.256
C 0.790 0.095 -0.367
N 0.329 -0.464 -0.047
C 0.136 -0.536 0.502
C -0.266 0.601 -0.481
C -0.579 -0.416 0.199
C 0.318 -0.102 0.110
C -0.018 0.419 -0.188
C 0.063 0.377 -0.195
C 0.081 -0.250 0.259
C 0.229 0.319 -0.124
N -0.837 -0.615 0.267
C 0.360 -0.707 0.478
H -0.052 0.043 -0.042
H -0.024 -0.009 0.011
H 0.046 0.096 -0.036
H 0.089 0.016 -0.131
H 0.146 -0.055 0.032
H -0.057 -0.014 0.139
H 0.137 -0.006 -0.083
H 0.072 -0.070 0.015
H 0.028 -0.110 0.104
H -0.102 -0.080 0.009
H -0.077 0.051 0.028
H 0.011 0.036 0.014
O -0.284 0.419 0.118
C 0.373 -0.345 0.105
O 0.010 0.039 -0.079
C 0.278 0.022 0.212
C -0.274 0.379 0.186
N -0.072 -0.044 -0.132
N -0.069 0.172 -0.039
C -0.132 -0.362 -0.500
C -0.715 0.175 -0.559
O 0.196 -0.217 -0.030
O 0.531 0.096 0.482
H 0.144 -0.350 -0.197
H 0.021 -0.212 -0.145
H -0.076 0.184 0.087
C 0.035 0.321 -0.302
P 0.054 0.538 0.964
C -0.013 -0.029 -0.195
C 0.024 -0.098 -0.132
C -0.022 0.065 0.019
C 0.020 0.029 0.011
C -0.098 -0.064 0.062
C 0.165 0.074 -0.038
C -0.125 -0.042 -0.225
C -0.210 0.011 -0.035
C 0.139 -0.024 -0.092
C 0.022 0.031 0.073
C 0.002 0.062 0.027
C 0.023 -0.025 0.245
P 0.232 -0.477 0.304
C -0.225 0.139 -0.103
C -0.190 -0.074 -0.034
C 0.169 -0.025 0.052
C 0.067 0.041 0.008
C -0.041 -0.176 0.013
C 0.101 0.059 -0.009
C 0.033 0.146 -0.094
C 0.020 -0.050 -0.137
C -0.037 0.006 0.101
C -0.043 0.025 0.025
C -0.098 -0.014 0.054
C 0.151 -0.057 -0.008
H -0.089 0.023 0.038
H 0.093 -0.014 -0.041
H 0.021 -0.011 0.053
H 0.004 0.087 0.030
H -0.101 0.039 0.025
H -0.124 -0.040 -0.031
H -0.146 0.045 0.058
H -0.011 -0.087 0.122
H 0.134 -0.079 0.014
H 0.112 0.083 0.013
H -0.015 0.096 -0.057
H 0.008 0.061 -0.014
H 0.027 0.078 -0.041
H 0.100 0.057 0.013
H 0.089 -0.021 0.052
H 0.019 -0.069 0.033
H -0.036 -0.052 0.009
H 0.065 -0.029 0.040
H 0.042 0.010 0.102
H -0.055 -0.035 0.088
H -0.112 -0.003 -0.011
H -0.018 -0.027 -0.022

=====

Number 1 is which compound? C48H36F4N2NbO13